Record 1
Density functional theory data (ωB97M-V/def2-TZVPD) for C52H41Cl2CrN3O7S2 as an isolated structure at a distorted geometry.

```
108
Properties=species:S:1:pos:R:3:mulliken_charge:R:1
Cr -0.19243 1.01402 0.55099 0.176
Cl -2.33641 3.34762 -0.12063 -0.175
Cl 2.98629 4.66095 0.09027 -0.214
S -0.06423 1.02989 -1.99506 1.803
S -0.35063 -1.70250 0.24904 2.150
O 3.15865 -0.37685 2.14469 -0.770
O 0.27832 -0.83413 6.14505 -0.645
O -0.73864 2.18696 -2.63079 -0.773
O -2.14917 0.74538 0.98207 -0.080
O 0.59009 -1.95352 -0.88299 -0.788
O 1.66831 0.43302 0.67001 -0.042
O -3.56289 0.28479 2.66675 -0.797
N 0.44724 2.88392 0.85732 0.709
N 1.27503 3.17237 1.93202 -0.316
N -0.11712 0.78423 2.40947 0.341
C -0.36114 -3.18347 1.23830 -0.829
C -0.34229 -5.56146 1.34258 -0.904
C -3.64695 -1.17067 -2.08916 1.458
C 2.13676 0.22250 1.89181 -0.075
C 1.68845 1.20062 -2.33356 -0.773
C -4.36345 -1.79594 0.15924 -1.176
C -0.59526 -2.48103 -4.92935 0.916
C -6.32903 -0.70718 -2.79835 -0.655
C -6.02798 -1.13833 -1.54107 -1.020
C -2.17001 -4.70199 -4.30775 -0.939
C -0.35203 -3.08985 2.61910 0.439
C -1.35046 -2.49065 -3.73626 1.077
C -0.20083 6.38873 -1.47567 -0.532
C 0.27776 4.03306 0.06887 -1.831
C 0.34455 -0.35797 -4.31557 -0.837
C -1.43229 -4.67306 -5.51556 -0.594
C 1.59023 3.16643 5.28221 -1.540
C -2.44682 0.50186 2.23526 0.045
C -5.29234 -0.48701 -3.73338 -0.837
C -1.22048 5.49110 -1.22335 -0.661
C -4.68445 -1.37127 -1.15379 1.087
C -2.02980 -1.74468 -0.40444 1.134
C 4.35396 1.65577 -2.92729 1.244
C 1.61817 2.39723 2.88811 -1.300
C 2.61620 0.19927 -2.07902 -0.325
C -2.13666 -3.64186 -3.45043 -1.010
C -1.16531 -0.00821 4.37855 -0.577
C -1.27647 -1.38011 -2.82502 0.342
C 1.30438 4.94897 -0.26693 0.958
C 1.06257 6.10877 -0.98866 -0.680
C -2.27785 -1.39753 -1.70201 -0.650
C -0.35588 -5.50656 2.73943 1.060
C -0.34798 -6.77437 3.55679 -1.532
C 3.39843 2.63264 -3.17143 -0.948
C 2.06280 2.42062 -2.86053 0.214
C 1.22186 0.87513 2.95847 3.872
C -0.34094 -4.40529 0.58158 -0.815
C 0.22324 -1.36300 -5.21546 -1.347
C 3.72801 2.20388 4.32530 -1.756
C 0.16830 -0.20047 4.92443 0.591
C -0.38268 -0.38302 -3.09584 0.154
C -0.98201 4.36509 -0.45998 1.117
C -1.20856 0.43828 3.10723 -0.731
C 2.92145 4.44089 3.64485 -1.873
C 1.28219 0.17088 4.28789 -2.014
C -3.07378 -1.95428 0.52956 -1.299
C -0.66736 -3.58749 -5.81480 -1.022
C 5.80440 1.91071 -3.25083 -1.661
C 2.46149 3.03260 4.01764 1.938
C -0.35392 -4.26382 3.36332 -0.990
C 3.94414 0.44105 -2.37646 -0.982
C -3.99129 -0.71443 -3.39082 -1.169
H -2.83475 -2.21951 1.55236 0.504
H -2.07423 -0.30680 4.88770 0.422
H 0.66963 -7.03740 3.85500 0.280
H -7.35825 -0.51957 -3.07879 0.379
H -2.70668 -3.68275 -2.53066 0.387
H 2.24747 -0.08804 4.69667 0.461
H 3.54036 1.40275 5.04061 0.367
H -5.53086 -0.12509 -4.72596 0.440
H 2.09347 5.06257 3.30303 0.296
H -0.75424 -7.61177 2.98918 0.379
H 1.89357 6.77511 -1.18351 0.432
H 2.30611 -0.74092 -1.64319 0.418
H -1.47195 -5.51639 -6.19435 0.388
H -5.15864 -1.94260 0.88077 0.381
H 4.48342 2.86185 4.76671 0.476
H 4.14860 1.75160 3.42553 0.250
H 0.73668 3.82195 5.08317 0.341
H 0.77010 -1.32992 -6.15148 0.387
H 2.18525 3.60816 6.09001 0.495
H -0.93698 -6.65735 4.46650 0.384
H 6.11700 2.89301 -2.89082 0.373
H 6.44773 1.15849 -2.79326 0.369
H 3.70093 3.58915 -3.58212 0.377
H -0.32968 -6.52635 0.84655 0.353
H 4.68025 -0.32482 -2.16019 0.331
H -0.38548 7.28954 -2.04785 0.380
H -0.08993 -3.55395 -6.73217 0.440
H -0.61179 -0.97870 6.47903 0.335
H 1.31127 3.17962 -3.03969 0.577
H 0.99290 0.48110 -4.52657 0.671
H 3.37358 4.90036 4.53078 0.506
H 3.66738 4.41287 2.85209 0.294
H -2.76394 -5.57346 -4.05988 0.436
H -6.81140 -1.29662 -0.80825 0.451
H -0.34065 -2.11736 3.10730 0.540
H 5.97366 1.88677 -4.33055 0.284
H -3.20642 -0.52895 -4.11286 0.392
H -2.22094 5.65655 -1.60374 0.457
H 1.21046 2.20433 5.62377 0.229
H -0.34394 -4.20773 4.44649 0.493
H -0.31450 -4.43694 -0.50332 0.510
```

## Properties
Multiplicity   4
HOMO (spin up / spin down)   -4.09 / -4.24 eV
Calculated total energy   -5458.455649 hartree
Expectation value of S²   3.7906
Orbital gap (spin up / spin down)   6.1 / 6.2 eV
Net charge   -1

=====

Record 2
Density functional theory data (ωB97M-V/def2-TZVPD) for a 11-piece molecular cluster, C29H85N5O11 overall at a distorted geometry.

```
130
Properties=species:S:1:pos:R:3:mulliken_charge:R:1
O -1.75135 -3.41871 -3.26140 -0.632
O -5.65930 -2.05595 1.42898 -0.315
O 1.30244 -0.02854 -1.09295 1.065
O -0.34837 2.13406 -5.10636 -0.412
O 3.12551 2.01148 -1.46557 0.545
O 0.46894 1.51437 4.66308 -0.247
O 1.37789 6.01218 2.74171 0.039
O 5.70391 -1.14366 1.84526 0.149
O 2.86742 -4.46419 -1.30980 -0.328
O 0.79605 -4.51341 2.53543 -0.520
O -2.74330 3.40414 1.58492 -0.285
N -2.30268 -3.32976 2.72965 -0.796
N 0.31202 -5.55157 -3.86554 -0.586
N -4.25295 5.60475 2.12389 -0.794
N 3.71464 4.10810 0.47672 -0.877
N 0.35975 -1.04550 -3.44435 -0.342
C 0.30138 6.52078 2.03275 -0.761
C 3.92781 0.57858 -3.23991 -0.635
C -1.61019 0.38828 -3.10507 -0.997
C 2.32133 3.23824 2.15214 -1.274
C 0.15233 3.48271 -4.98575 -0.846
C 4.60770 -0.69161 1.12614 0.541
C 2.00824 -4.32236 -2.49591 -0.329
C -6.79854 -1.52431 2.14935 -0.767
C 0.90440 0.22226 0.18490 1.039
C 0.42474 1.19568 -4.38955 -0.336
C 2.55119 5.76435 2.00677 -1.620
C 1.15311 0.49391 5.33869 -0.796
C -0.45034 -0.00878 -4.00233 0.161
C 1.13149 -5.59551 -2.66752 0.760
C -4.42580 -2.10257 2.29936 -1.075
C -4.09661 3.39493 1.10534 -0.728
C 1.88037 -6.83955 -2.71735 -1.618
C -5.00190 4.34106 1.89998 0.358
C -3.22587 -2.95714 1.66668 1.996
C 3.66918 -3.26140 -1.07324 -0.963
C 1.44666 -4.09586 1.32739 0.057
C 1.42219 -0.71105 4.43157 -0.354
C 2.52591 4.41575 1.24030 0.487
C -1.87014 -3.52340 -1.86344 -0.287
C 3.94852 1.98214 -2.68454 -0.981
C -6.37998 4.66656 1.29354 -1.399
C -0.10134 -0.82927 0.55921 -0.717
C -1.83681 2.62355 0.76151 -0.312
C -3.72130 -4.27234 1.03546 -1.808
H 2.72368 -4.23727 -3.31383 0.567
H -0.28616 -1.81056 -3.31175 0.210
H 1.47039 -3.38374 -2.62941 0.028
H -4.29836 -4.79767 1.79647 0.476
H 2.12934 0.85970 5.65694 0.395
H -4.47561 2.37322 1.12915 0.293
H -0.99556 -0.68871 -0.04801 0.307
H -0.58853 4.10269 -5.49057 0.341
H 1.97209 0.63810 -1.26254 -0.717
H -0.60993 6.43167 2.62408 0.170
H -4.08500 -1.07347 2.41300 0.414
H 4.10440 -0.18746 -2.48485 -0.088
H -1.95352 2.96187 -0.26807 0.378
H -4.35659 -4.10240 0.16619 0.339
H 2.45884 -4.48998 1.23648 0.446
H 6.26692 -0.39579 2.05812 0.298
H 1.35430 -7.79418 -2.71157 0.431
H 0.92864 -5.45571 2.66226 0.269
H -0.92920 -3.26919 -1.37548 -0.153
H -0.05174 3.77255 -3.95499 0.287
H 2.18586 -0.49469 3.68451 0.145
H -0.10744 -6.39716 -4.22488 0.223
H -2.20289 -0.49438 -2.86486 0.270
H -0.29489 -0.79425 1.63132 0.453
H 4.39982 0.34249 1.40096 -0.505
H -6.34525 5.41404 0.50097 0.326
H 1.73423 0.24720 0.89120 -0.534
H -7.62652 -1.38583 1.45410 0.250
H 3.12051 3.27605 2.89240 0.839
H 3.50370 2.63554 -0.84177 -0.116
H 1.69176 -1.51054 5.12167 0.458
H -2.04309 -2.50543 3.25234 0.313
H 4.37591 3.78902 1.17026 0.608
H 0.49957 -1.10305 4.00352 -0.100
H -1.44020 -3.70183 2.35845 0.110
H 0.16795 6.08678 1.04182 0.341
H 4.99767 2.16445 -2.45188 0.636
H 1.19337 0.92136 -5.11208 0.357
H -0.82832 2.89051 1.07739 -0.086
H -0.87058 -0.30891 -4.96224 0.515
H 2.51099 -6.84941 -1.82836 0.346
H -2.64918 -2.79705 -1.63185 0.236
H 4.48663 -3.23943 -1.79393 0.365
H -6.98226 5.14421 2.06633 0.364
H 0.92810 -5.34094 -4.63767 0.260
H 3.69624 2.72917 -3.43714 0.207
H 2.78005 6.59481 1.33889 0.306
H 1.68744 4.49049 0.54784 -0.095
H -2.25778 1.11716 -3.59237 0.413
H 0.86748 -4.26083 0.41885 -0.047
H 0.28041 -1.80480 0.25804 -0.712
H -6.97180 3.81032 0.96996 0.357
H -5.07204 3.84218 2.86657 0.318
H 4.14282 -3.22475 -0.09221 0.462
H 3.39321 5.72782 2.69797 0.427
H -4.15555 3.64060 0.04503 0.403
H 2.99157 -2.41652 -1.19622 0.239
H 2.61304 -6.76878 -3.52127 0.365
H 4.75843 -0.78760 0.05089 -0.221
H 0.41208 -5.55246 -1.84979 -0.150
H 1.15285 3.79979 -5.27991 0.307
H -2.74735 -2.34193 0.90468 -0.578
H -4.16422 5.97605 1.18882 0.291
H -3.31081 5.33833 2.37190 0.333
H 0.44926 7.59993 1.99194 0.331
H 3.70008 -1.27376 1.28560 -0.639
H 0.43962 1.20806 0.16816 0.014
H -2.93894 -5.01082 0.86033 0.399
H -1.99450 1.55662 0.91924 0.149
H -6.50645 -0.58332 2.61553 0.294
H 3.99479 4.99753 0.08875 0.436
H -1.13274 0.73185 -2.18741 -0.074
H -2.07325 -4.55657 -1.58165 0.391
H 1.40420 3.31400 2.73629 0.300
H 2.29818 2.30152 1.59525 -0.517
H -7.02424 -2.13416 3.02413 0.320
H 4.62175 0.46192 -4.07234 0.450
H 0.76195 2.38956 4.92725 0.232
H 0.65795 0.17390 6.25548 0.288
H 0.72040 -0.75655 -2.54627 0.238
H 2.91540 0.34963 -3.57265 -0.040
H 1.57116 -3.01752 1.42634 -0.285
H -4.62019 -2.41045 3.32674 0.435
H -1.18935 -4.15166 -3.52322 0.386
H 0.83633 1.64789 -3.48722 0.047
```

## Properties
Multiplicity   2
HOMO (spin up / spin down)   0.48 / -6.61 eV
Calculated total energy   -2257.058647 hartree
Expectation value of S²   0.7504
Orbital gap (spin up / spin down)   1.7 / 8.7 eV
Net charge   -1

=====

expectation value of S² of number 2 (C29H85N5O11)? 0.7504

=====

Among the records above, which one has the lowest expectation value of S²? C29H85N5O11

=====

Which of these has the highest multiplicity? C52H41Cl2CrN3O7S2

=====

Number 1 is which compound? C52H41Cl2CrN3O7S2